(1)
Formula: C27H26ClMnN7O5S2
Source: the Open Molecules 2025 dataset
Level of theory: the ωB97M-V functional and the def2-TZVPD basis

Computed properties:
- E_tot: -4211.57591 a.u.
- Multiplicity: 6
- M: 683.1 Da
- Gap between HOMO and LUMO (spin up / spin down): 7.677 / 7.691 eV
- Max |F|: 0.79 eV/A
- Relative energy (zero: lowest compared OMol25 entry of this formula, charge and spin): 0.646 eV
- HOMO (spin up / spin down): -7.37 / -7.45 eV

Geometry as XYZ:
```
69
Properties=species:S:1:pos:R:3:forces:R:3:lowdin_spin:R:1
Mn -0.600670 -0.524055 -0.451098 -0.12 0.75 0.21 4.70
Cl -4.167356 -2.580509 5.704014 -0.02 -0.04 0.07 0.00
C -3.122167 -1.891047 4.494124 -0.15 -0.02 -0.06 0.00
C -1.785786 -1.603014 4.818387 0.08 0.07 -0.18 0.00
C -0.947855 -1.073264 3.875007 0.02 -0.03 0.26 0.00
C -1.384592 -0.791057 2.547731 -0.22 0.03 -0.19 0.01
O -0.564913 -0.341905 1.681534 0.17 -0.19 -0.11 0.04
C -2.770403 -1.046514 2.262502 0.49 -0.17 0.22 0.00
C -3.322955 -0.735968 0.988413 -0.13 0.17 -0.23 0.01
O -2.756478 -0.149652 0.061608 -0.18 0.06 -0.23 0.03
C -3.601637 -1.620485 3.246150 -0.05 0.02 -0.05 0.00
H -1.426337 -1.807456 5.818384 -0.01 -0.01 0.01 0.00
H 0.081197 -0.842018 4.120214 0.01 -0.02 -0.02 0.00
H -4.369222 -1.043619 0.823395 -0.09 0.03 0.15 0.00
H -4.634266 -1.839024 2.998197 -0.01 0.02 0.03 0.00
O 3.297336 -1.213381 -1.989122 0.09 0.10 0.06 0.01
S 2.313511 -1.243009 -0.939057 -0.35 0.21 -0.01 0.01
O 1.283997 -2.271005 -1.020794 -0.09 -0.10 0.01 0.02
N 1.444771 0.085572 -0.773379 0.17 -0.72 0.08 0.03
C 1.972360 1.330533 -0.567856 0.31 0.28 0.00 0.00
C 3.312068 1.683378 -0.610848 -0.38 -0.25 -0.05 0.00
C 3.711338 3.007207 -0.377278 0.01 0.23 0.07 0.00
C 2.809522 3.993990 -0.082839 0.22 0.01 0.00 0.00
C 1.437825 3.676236 0.004026 -0.15 -0.24 -0.03 0.00
C 0.445474 4.609707 0.374326 -0.07 -0.08 -0.01 0.00
C -0.852236 4.199986 0.501467 -0.02 0.18 0.01 0.00
C -1.175149 2.861085 0.221579 0.08 -0.12 -0.07 0.00
N -0.290419 1.975884 -0.166461 -0.22 -0.11 0.07 0.03
C 1.010735 2.348425 -0.250632 0.19 0.18 0.02 0.00
C 3.180391 -1.548555 0.588647 0.08 0.06 -0.24 0.00
C 2.524808 -1.394374 1.800407 -0.05 0.05 0.03 0.00
C 3.187832 -1.742497 2.967289 0.00 -0.01 -0.03 0.00
C 4.486740 -2.232290 2.913604 0.02 -0.02 0.05 0.00
C 5.137681 -2.363039 1.695539 0.00 -0.01 0.03 0.00
C 4.482075 -2.018967 0.522652 0.01 0.02 -0.07 0.00
H 4.044692 0.922581 -0.842270 0.06 0.07 -0.03 0.00
H 4.766553 3.247727 -0.424062 -0.01 -0.01 -0.01 0.00
H 3.137440 5.008007 0.109311 -0.02 0.00 -0.01 0.00
H 0.729889 5.635839 0.574280 0.01 0.00 0.01 0.00
H -1.631324 4.883049 0.813650 0.01 0.00 0.00 0.00
H -2.196456 2.508142 0.329033 0.01 0.00 0.02 0.00
H 1.515704 -0.998705 1.823946 -0.03 -0.02 0.04 0.00
H 2.689185 -1.638234 3.922588 0.00 0.02 0.00 0.00
H 4.992164 -2.515006 3.828665 0.01 0.02 -0.01 0.00
H 6.152339 -2.737672 1.659686 0.00 0.00 -0.01 0.00
H 4.954248 -2.110600 -0.446975 0.03 -0.02 0.05 0.00
N -0.571146 -4.909826 -2.738540 0.55 -0.03 -0.41 0.00
N -0.856720 -4.254649 -1.578066 -0.24 0.32 0.29 0.00
N -0.527648 -4.740506 -0.407469 0.06 -0.17 0.01 0.00
C -0.898496 -3.753844 0.392297 -0.21 0.13 0.00 0.01
N -1.442598 -2.736602 -0.288794 0.26 0.00 0.02 0.02
N -1.399168 -3.076843 -1.564637 -0.03 -0.44 -0.11 0.01
H -0.566012 -5.905995 -2.592014 -0.18 -0.08 0.09 0.00
H -1.167390 -4.589351 -3.484274 -0.18 0.01 0.03 0.00
H -0.807183 -3.783564 1.464344 0.08 0.05 -0.01 0.00
O -1.280407 -0.121514 -2.522796 0.34 -0.18 0.38 0.03
S -2.308298 0.424143 -3.462389 -0.09 0.38 -0.27 0.01
C -3.142656 1.808001 -2.582432 -0.02 -0.12 -0.20 0.00
C -2.727808 3.120347 -3.238639 0.16 0.04 0.02 0.00
C -1.310331 2.893812 -3.756226 -0.07 0.06 0.00 0.00
C -1.389537 1.592715 -4.535206 -0.08 -0.14 0.19 0.00
H -2.754486 1.708303 -1.573395 -0.03 -0.05 0.07 0.00
H -4.216487 1.630420 -2.575850 0.01 -0.05 0.02 0.00
H -2.773083 3.945983 -2.526891 -0.04 -0.03 0.02 0.00
H -3.388540 3.362727 -4.074672 -0.03 0.00 0.03 0.00
H -0.622275 2.772711 -2.916856 0.05 0.04 0.00 0.00
H -0.960072 3.718544 -4.377883 0.03 -0.03 0.01 0.00
H -0.426968 1.132024 -4.749857 -0.04 -0.10 -0.01 0.00
H -1.964320 1.702520 -5.457470 -0.01 -0.02 0.00 0.00
```
Positions in Å, forces in eV/Å.

---

(2)
Formula: C27H26IrN3O2S6
Source: the Open Molecules 2025 dataset
Level of theory: the ωB97M-V functional and the def2-TZVPD basis

Computed properties:
- E_tot: -3852.58575 a.u.
- Multiplicity: 5
- M: 809.1 Da
- Gap between HOMO and LUMO (spin up / spin down): 6.143 / 6.044 eV
- Max |F|: 0.91 eV/A
- Relative energy (zero: lowest compared OMol25 entry of this formula, charge and spin): 0.198 eV
- HOMO (spin up / spin down): -5.88 / -7.36 eV

Geometry as XYZ:
```
65
Properties=species:S:1:pos:R:3:forces:R:3:lowdin_spin:R:1
Ir -0.307959 0.176751 -0.085866 -0.45 0.42 -0.68 2.61
S -3.736906 3.079273 -1.062287 -0.04 0.03 0.00 0.15
C -2.487536 2.111581 -0.651121 -0.20 0.22 -0.01 0.01
S -2.646246 0.357328 -0.602695 0.43 -0.16 0.03 0.33
S -0.909938 2.639977 -0.188753 0.15 -0.28 0.21 0.22
O 1.913949 0.407483 -0.217422 0.27 0.01 -0.21 0.13
N 2.574498 0.326982 -1.367548 0.00 0.00 0.37 0.01
C 3.933281 0.348284 -1.294189 -0.25 0.00 0.11 0.00
C 4.707267 0.269002 -2.410778 0.09 0.00 -0.15 0.00
C 4.077236 0.177434 -3.659743 -0.13 0.00 -0.04 -0.01
C 2.706253 0.160259 -3.717595 0.05 0.02 -0.03 0.01
C 1.913892 0.230441 -2.550578 -0.04 0.01 -0.02 0.02
S 0.201969 0.209279 -2.579447 0.17 -0.25 0.03 0.22
H 4.318382 0.436623 -0.290635 -0.06 -0.02 0.03 0.00
H 5.784651 0.284616 -2.310562 -0.09 0.01 -0.02 0.00
H 4.663346 0.130102 -4.570755 -0.06 -0.01 0.09 0.00
H 2.179387 0.103850 -4.662993 0.06 -0.01 0.10 0.00
N 0.557607 -3.403668 -2.081371 0.35 -0.05 -0.11 0.02
C -0.409828 -2.875895 -1.322303 -0.05 0.17 0.32 0.03
S -0.091748 -2.434266 0.300418 -0.09 -0.12 -0.18 0.09
N -1.618870 -2.701976 -1.853030 -0.20 -0.23 -0.64 0.01
C -2.095915 -2.962705 -3.182807 0.20 0.16 0.38 0.00
C -3.074228 -2.101839 -3.672850 -0.02 0.23 0.03 0.00
C -3.616390 -2.311096 -4.930408 0.00 -0.02 -0.02 0.00
C -3.187422 -3.378528 -5.713787 0.01 0.03 0.07 0.00
C -2.215766 -4.235794 -5.219765 0.05 -0.01 0.01 0.00
C -1.669215 -4.040146 -3.953942 -0.04 -0.11 0.03 0.00
H 1.468098 -3.363039 -1.659253 0.14 -0.01 0.00 0.00
H 0.517034 -3.249621 -3.077908 -0.05 -0.10 -0.07 0.00
H -2.211031 -2.125725 -1.285118 -0.35 0.13 0.18 0.00
H -3.389471 -1.251515 -3.068131 0.05 -0.17 -0.10 0.00
H -4.372914 -1.628076 -5.303044 0.08 -0.08 0.05 0.00
H -3.614691 -3.543776 -6.696184 0.05 0.03 0.07 0.00
H -1.877518 -5.077597 -5.817410 -0.06 0.10 0.10 0.00
H -0.953566 -4.755050 -3.566347 -0.06 0.07 -0.01 0.00
O -0.316303 0.105710 2.212546 0.59 0.12 0.54 0.09
S 0.799116 0.512075 3.175616 -0.27 0.04 -0.74 0.01
C 0.350524 2.155342 3.805938 -0.28 0.03 -0.08 0.00
C -1.093359 2.273142 4.219311 0.02 0.06 0.10 0.00
C -1.416091 2.336945 5.575237 0.01 -0.01 0.01 0.00
C -2.739125 2.447637 5.983602 -0.01 -0.03 -0.03 0.00
C -3.755422 2.483721 5.035703 0.04 0.01 -0.06 0.00
C -3.443083 2.417298 3.680738 0.09 0.00 0.09 0.00
C -2.117881 2.316221 3.270872 0.04 0.00 -0.02 0.00
C 0.446594 -0.445612 4.641631 0.10 -0.38 0.09 0.01
C 0.592393 -1.907006 4.290911 0.06 0.04 0.03 0.00
C 1.852040 -2.476776 4.097797 0.00 0.05 0.06 0.00
C 1.972441 -3.807486 3.719954 -0.09 0.04 -0.02 0.00
C 0.831026 -4.579924 3.523630 0.03 0.02 0.04 0.00
C -0.423829 -4.014850 3.709007 0.07 0.02 0.00 0.00
C -0.540992 -2.682210 4.086330 -0.09 -0.08 -0.01 0.00
H 0.606059 2.824279 2.981830 -0.04 0.02 0.04 0.00
H 1.036414 2.332810 4.640135 -0.04 0.07 -0.09 0.00
H -0.622348 2.313140 6.319966 -0.09 0.01 -0.09 0.00
H -2.974667 2.509766 7.040867 0.02 -0.01 -0.09 0.00
H -4.789176 2.576006 5.353623 0.10 -0.02 -0.04 0.00
H -4.228527 2.452357 2.932819 0.08 0.00 0.07 0.00
H -1.876793 2.282351 2.210896 -0.04 0.00 0.21 0.00
H -0.567826 -0.184556 4.940108 -0.02 -0.09 0.11 0.00
H 1.166334 -0.118101 5.399097 -0.09 -0.06 -0.01 0.00
H 2.744499 -1.871228 4.244849 -0.11 -0.08 -0.03 0.00
H 2.955875 -4.239834 3.569277 -0.08 0.04 0.03 0.00
H 0.921869 -5.620946 3.225434 -0.01 0.16 0.03 0.00
H -1.316127 -4.607119 3.545655 0.04 0.03 0.01 0.00
H -1.522906 -2.236849 4.215078 0.08 -0.04 -0.04 0.00
```
Positions in Å, forces in eV/Å.

---

(3)
Formula: C27H26MoN7O3S3
Source: the Open Molecules 2025 dataset
Level of theory: the ωB97M-V functional and the def2-TZVPD basis

Computed properties:
- E_tot: -2916.06374 a.u.
- M: 688.7 Da
- Gap between HOMO and LUMO (spin up / spin down): 5.211 / 5.290 eV
- Max |F|: 3.76 eV/A
- Charge: +1
- HOMO (spin up / spin down): -9.76 / -9.86 eV

Geometry as XYZ:
```
67
Properties=species:S:1:pos:R:3:forces:R:3:nbo_charge:R:1
Mo -0.394400 -0.454900 0.173600 -1.13 -0.35 0.91 1.28
C -3.771500 -3.726300 3.446300 0.33 0.26 -0.14 -0.71
S -1.975300 -3.868200 3.188400 -0.05 -0.25 0.24 0.26
C -1.640400 -2.393200 2.292200 -0.02 0.28 -1.44 -0.05
S -1.990700 -2.292300 0.576000 -0.29 0.28 -0.03 -0.02
N -1.036700 -1.442600 2.899000 -0.02 -0.68 2.24 -0.36
N -0.640400 -0.397600 2.161300 0.58 2.70 2.55 -0.27
C -0.330700 0.709900 2.842900 -1.08 -3.05 -0.48 0.16
C 0.252000 1.742500 2.101000 1.02 1.95 -1.33 0.13
C 0.732800 2.947700 2.654100 -0.66 -1.16 0.00 -0.17
C 1.345000 3.866100 1.844000 0.25 0.05 -0.91 -0.14
C 1.496600 3.570100 0.482600 -0.08 0.29 0.81 -0.20
C 1.015600 2.373000 -0.001000 -0.06 -0.28 -0.35 0.08
N 0.398300 1.475500 0.768200 0.25 0.57 0.57 -0.41
H -4.090000 -4.685400 3.842700 -0.04 -0.03 -0.01 0.24
H -4.264800 -3.516100 2.502400 -0.10 -0.07 -0.01 0.24
H -3.952800 -2.936800 4.169800 -0.13 -0.03 0.01 0.23
H -0.474600 0.734300 3.914600 -0.02 -0.01 0.04 0.24
H 0.610800 3.114900 3.710200 -0.04 0.07 0.18 0.24
H 1.712100 4.796700 2.247900 0.04 0.07 0.02 0.24
H 1.972700 4.270000 -0.182300 0.08 0.04 -0.12 0.25
H 1.134700 2.110900 -1.048300 -0.07 0.00 0.11 0.23
C 1.117200 -4.293600 0.382000 -0.33 -0.06 0.38 -0.25
O 2.300400 -4.063000 -0.362200 0.25 0.36 -0.46 -0.51
C 2.215300 -3.241200 -1.448600 -0.42 0.08 0.39 0.28
C 3.030300 -3.527900 -2.537900 -0.21 0.23 0.07 -0.23
C 2.971300 -2.760200 -3.693800 0.10 -0.20 0.15 -0.20
C 2.078000 -1.719000 -3.802000 -0.44 0.30 0.35 -0.19
C 1.251700 -1.379100 -2.718700 0.97 -1.23 0.67 -0.07
C 0.300700 -0.330600 -2.807000 -1.35 1.00 0.67 0.06
N -0.506100 0.036300 -1.825300 1.62 -0.80 -1.82 -0.30
N -1.406100 0.974000 -2.150100 -1.05 1.32 -0.58 -0.39
C -2.122700 1.335900 -1.116300 0.73 -0.36 -1.01 0.58
O -1.894000 0.776000 0.025100 -1.60 0.77 0.47 -0.65
C -3.138800 2.368000 -1.287900 -0.37 0.31 0.18 -0.08
C -3.984100 2.710300 -0.231900 0.24 -0.20 -0.09 -0.19
C -4.953800 3.678000 -0.413500 -0.08 0.10 0.01 -0.21
C -5.078300 4.315600 -1.639800 0.01 -0.02 0.06 -0.17
C -4.234300 3.983200 -2.690200 -0.04 0.04 0.02 -0.22
C -3.266600 3.015600 -2.519100 0.05 -0.16 0.16 -0.16
C 1.370700 -2.117300 -1.507500 0.77 -0.16 -2.15 0.23
O 0.691400 -1.656500 -0.472400 1.77 -1.82 -0.29 -0.53
H 1.335700 -5.143000 1.025900 -0.03 -0.02 -0.02 0.20
H 0.278500 -4.543100 -0.274300 0.03 0.06 0.05 0.20
H 0.848400 -3.430400 1.002900 0.05 -0.23 -0.12 0.17
H 3.695200 -4.372200 -2.458700 0.06 -0.15 0.00 0.24
H 3.612900 -3.007100 -4.523200 0.08 -0.03 -0.12 0.23
H 2.007600 -1.151000 -4.715900 -0.04 0.07 -0.12 0.22
H 0.179600 0.181000 -3.756900 -0.12 0.01 0.07 0.22
H -3.870300 2.203400 0.716800 -0.05 -0.01 0.03 0.23
H -5.617500 3.934500 0.399700 -0.02 0.03 0.03 0.22
H -5.830600 5.077300 -1.777500 -0.09 0.05 0.00 0.22
H -4.334200 4.477400 -3.644300 -0.01 0.06 -0.07 0.22
H -2.601200 2.742200 -3.320900 0.04 -0.02 -0.11 0.24
C 2.150600 -2.613700 3.622600 -0.37 0.06 0.42 -0.42
N 3.114300 -2.706600 2.559900 0.25 0.24 -0.70 -0.35
C 3.983500 -3.747400 2.361300 0.66 -0.46 -0.32 -0.08
C 4.720100 -3.471700 1.259300 0.00 -0.44 0.50 -0.04
N 4.297700 -2.257700 0.793500 -0.20 -0.11 0.39 -0.52
C 3.305300 -1.792000 1.584800 -0.06 0.61 -0.12 0.27
S 2.532900 -0.309700 1.400800 0.28 0.45 0.18 -0.36
H 2.643800 -2.746900 4.584400 0.03 0.00 -0.02 0.22
H 1.377900 -3.378300 3.515600 0.04 0.06 -0.05 0.22
H 1.685900 -1.628900 3.591200 0.07 -0.12 -0.04 0.24
H 4.010700 -4.592000 3.018000 0.02 -0.17 0.09 0.24
H 5.483000 -4.039400 0.771500 0.16 -0.14 -0.04 0.24
H 4.653800 -1.771200 -0.013000 -0.16 0.09 0.09 0.44
```
Positions in Å, forces in eV/Å.